(1)
The following is a quantum chemistry calculation of C49H110KN6O4P as an isolated structure at a distorted geometry, from the OMol25 dataset.

Calculated values
ΔE to the lowest compared entry with this formula, charge and spin, kcal/mol: 0.0
HOMO-LUMO gap, eV: 7.1
Net charge: +4
Lowest unoccupied orbital energy, eV: -7.6

Last column: Mulliken charge in e.
Positions of all 171 atoms, in Å:
K 2.9006 18.9877 -25.0150  1.0953
P 4.6076 19.4614 -22.7089  -1.0887
O 5.2975 19.8721 -21.3868  0.1887
O 5.5771 19.4261 -23.9986  -0.0779
O 3.4857 20.4881 -23.0914  -0.2509
O 3.9455 18.0614 -22.6346  -0.8809
C 0.7163 22.5021 -24.2235  -0.8230
C 0.0611 22.6518 -25.6414  -0.4732
C -1.3312 23.3705 -25.5590  -0.7352
N -2.1189 23.3010 -26.9537  0.0998
C -1.1917 23.6915 -28.1298  -0.9813
C -3.3948 24.1228 -27.0059  -0.5792
C -4.4947 23.2943 -26.3658  -0.4530
C -3.9075 21.8557 -26.2403  -0.6639
C -2.6442 21.8830 -27.1018  -0.3945
H 1.6566 21.9665 -24.3542  0.0877
H 0.0910 21.9762 -23.5020  0.4051
H 0.9549 23.4257 -23.6962  0.1757
H 0.1502 21.6676 -26.1015  0.4954
H 0.8008 23.1888 -26.2352  0.2351
H -1.3294 24.4497 -25.4058  0.4695
H -1.9782 22.8338 -24.8652  0.2856
H -0.2526 23.1465 -28.0339  0.3285
H -0.8858 24.7351 -28.2022  0.3662
H -1.7537 23.4774 -29.0389  0.4734
H -3.6316 24.2157 -28.0658  0.3838
H -3.1659 25.0477 -26.4764  0.2959
H -5.2871 23.2576 -27.1134  0.3237
H -4.8332 23.7630 -25.4417  0.3105
H -4.6254 21.1463 -26.6519  0.4223
H -3.5773 21.5806 -25.2387  0.2826
H -2.8945 21.7451 -28.1537  0.4850
H -1.8227 21.2490 -26.7682  0.2071
C -0.9168 22.5791 -20.7928  -1.6786
C 0.5719 22.4126 -20.2724  0.1651
C 1.0914 20.9654 -20.2971  -0.9046
N 2.4320 20.7509 -19.5503  0.5861
C 3.5308 21.7255 -20.0086  -0.7444
C 2.2781 20.9073 -18.0211  -0.5297
C 1.8083 19.5016 -17.5683  -0.7617
C 1.9164 18.5374 -18.7942  -0.8360
C 2.8229 19.2832 -19.7648  -0.0322
H -1.3822 22.4230 -19.8196  0.5213
H -1.3114 21.8082 -21.4548  0.3426
H -1.2077 23.5737 -21.1308  0.3763
H 0.6428 22.8200 -19.2639  0.4709
H 1.2913 22.9198 -20.9154  -0.2270
H 1.3078 20.5288 -21.2722  0.4398
H 0.3418 20.3621 -19.7850  0.5577
H 3.3718 22.7345 -19.6282  0.8420
H 3.4959 21.8463 -21.0913  -0.4166
H 4.4862 21.3646 -19.6278  0.3274
H 3.2428 21.1661 -17.5846  0.3252
H 1.5462 21.6958 -17.8459  0.4775
H 2.5184 19.1652 -16.8128  0.3687
H 0.7794 19.7017 -17.2691  0.3486
H 2.2663 17.5425 -18.5188  0.3844
H 0.9819 18.3926 -19.3364  0.4554
H 3.8836 19.2055 -19.5261  -0.2091
H 2.5980 19.0491 -20.8054  0.0598
C 10.8177 18.8554 -27.7634  -1.3835
C 10.3188 18.1487 -26.4917  -0.0757
C 8.7657 17.8948 -26.4688  -0.7042
N 8.1794 17.4206 -25.1228  0.6461
C 8.3496 18.4391 -23.9840  -1.1930
C 8.7803 16.0416 -24.7603  -0.4653
C 8.0752 15.0128 -25.6147  -0.9679
C 6.5962 15.4835 -25.7358  -0.5174
C 6.7020 16.9410 -25.1930  0.7312
H 11.6855 19.4758 -27.5396  0.3828
H 10.1290 19.5928 -28.1757  0.3583
H 11.0582 18.1072 -28.5187  0.3548
H 10.5922 18.8769 -25.7282  0.1458
H 10.7916 17.1751 -26.3624  0.2234
H 8.5374 17.0814 -27.1576  0.4571
H 8.2660 18.8098 -26.7870  0.4113
H 7.9810 18.0306 -23.0430  -0.0563
H 7.9093 19.3318 -24.4280  0.3454
H 9.4223 18.5955 -23.8705  0.7136
H 8.5208 15.8797 -23.7141  0.1548
H 9.8539 15.9413 -24.9198  0.5431
H 8.1966 14.0415 -25.1350  0.4705
H 8.5297 14.8969 -26.5987  0.3666
H 5.9182 14.8435 -25.1712  0.2331
H 6.2173 15.5969 -26.7515  0.3540
H 6.1767 17.0121 -24.2406  -0.7679
H 6.2792 17.7303 -25.8146  0.3623
C 6.2849 24.1599 -18.7432  -1.4219
C 7.0615 22.8867 -18.4603  -0.4343
C 7.2610 22.1550 -19.7456  0.1653
N 8.1459 20.8954 -19.6157  0.8778
C 7.4550 19.7729 -18.7517  -0.7059
C 8.3837 20.2538 -21.0410  1.3263
C 9.9272 20.0505 -21.0751  -0.1772
C 10.4442 20.0788 -19.6181  -1.1455
C 9.5161 21.1442 -19.0015  -0.6236
H 7.0670 24.8259 -19.1077  0.4461
H 5.9362 24.6471 -17.8326  0.4088
H 5.5179 24.1453 -19.5175  0.1460
H 6.5529 22.2494 -17.7369  0.4425
H 7.9740 23.0581 -17.8893  0.5212
H 7.8456 22.7049 -20.4832  0.6369
H 6.3678 21.8405 -20.2854  -0.6597
H 7.6829 19.9351 -17.6982  0.5362
H 8.0122 18.8479 -18.9007  0.5216
H 6.3872 19.6510 -18.9331  -0.3267
H 7.8477 19.3054 -21.0761  -1.1785
H 7.8944 20.7518 -21.8782  -0.5616
H 10.1391 19.1116 -21.5867  0.2907
H 10.2751 20.9445 -21.5926  0.3474
H 10.5160 19.0998 -19.1444  0.3555
H 11.4952 20.3569 -19.5399  0.4723
H 9.4702 21.1252 -17.9126  0.4645
H 9.8232 22.0563 -19.5132  0.3678
C 7.5947 13.5640 -17.6849  -1.5905
C 6.9137 14.6010 -18.4878  -0.3536
C 6.6628 14.3267 -19.9012  -0.6749
N 5.9167 15.4871 -20.7383  0.7365
C 6.7162 16.7554 -20.6606  -0.8580
C 4.3743 15.6723 -20.2761  0.2852
C 3.5077 14.9569 -21.3263  -0.7200
C 4.5297 14.1353 -22.1674  -1.0610
C 5.7820 14.9901 -22.2038  0.1741
H 8.6375 13.3966 -17.9543  0.3561
H 7.0746 12.6076 -17.6314  0.3798
H 7.7055 13.9621 -16.6762  0.4049
H 7.7324 15.3197 -18.4541  0.1187
H 6.1246 15.1397 -17.9632  0.5138
H 6.0990 13.3988 -19.9972  0.5494
H 7.5810 14.2028 -20.4754  0.4277
H 6.7280 17.1250 -19.6352  0.5003
H 6.2727 17.4281 -21.3946  -0.8199
H 7.7651 16.6075 -20.9175  0.5683
H 4.0804 16.7212 -20.2373  -0.7064
H 4.3148 15.1869 -19.3020  0.8373
H 3.1500 15.7311 -22.0050  0.2327
H 2.6978 14.3808 -20.8787  0.5396
H 4.1160 13.9160 -23.1518  0.4606
H 4.7648 13.1783 -21.7016  0.3852
H 5.5768 15.9077 -22.7552  -0.6509
H 6.7017 14.5197 -22.5518  0.4440
C 3.3016 25.0489 -21.9580  -1.5334
C 4.3276 24.9571 -23.1032  -0.8834
C 4.1284 23.7318 -24.0551  0.8492
N 5.4575 23.1382 -24.6177  0.4850
C 5.0024 22.0208 -25.6208  0.5121
C 4.4909 22.6135 -26.9567  -0.3386
C 5.5025 23.5122 -27.6051  -0.8805
C 5.7163 24.6897 -26.7306  -0.8042
C 6.2981 24.2653 -25.2948  -0.7823
C 6.3063 22.5228 -23.4776  -0.9434
H 3.3519 25.9331 -21.3227  0.5445
H 3.2982 24.1460 -21.3474  0.2633
H 2.3115 25.1098 -22.4100  0.3766
H 5.3034 24.8642 -22.6266  0.2852
H 4.3590 25.8970 -23.6543  0.4262
H 3.3787 23.8387 -24.8391  0.7647
H 3.7847 22.8739 -23.4771  -1.0769
H 4.3187 21.2416 -25.2840  -0.5977
H 5.9136 21.4696 -25.8534  0.2102
H 3.5567 23.1612 -26.8327  -0.1034
H 4.4219 21.7340 -27.5969  0.5848
H 5.0821 23.8339 -28.5580  0.4580
H 6.3962 22.9017 -27.7348  0.2784
H 4.7778 25.2441 -26.7238  0.2802
H 6.4516 25.3520 -27.1874  0.4526
H 6.6075 25.0186 -24.5704  0.5026
H 7.2756 23.7949 -25.4010  0.4884
H 7.1544 21.9837 -23.8999  0.6714
H 5.5912 21.8684 -22.9793  -0.5680
H 6.7134 23.3608 -22.9118  0.6606



(2)
The following is a quantum chemistry calculation of C49H113N3O30 as an isolated structure at a distorted geometry, from the OMol25 dataset.

Calculated values
HOMO-LUMO gap, eV: 8.3
Lowest unoccupied orbital energy, eV: 0.4

Last column: Mulliken charge in e.
Positions of all 195 atoms, in Å:
C 17.8529 -5.3580 -25.6595  -1.9312
C 17.7355 -6.3404 -24.5031  0.7836
O 19.0115 -6.4982 -23.8389  -0.0281
C 19.5955 -7.6839 -23.8717  0.7962
O 19.1636 -8.6693 -24.4081  -0.6708
O 20.7598 -7.6870 -23.2300  -0.2587
C 21.2414 -6.5860 -22.4769  -0.7481
H 18.2439 -4.3983 -25.3174  0.2741
H 16.8621 -5.2266 -26.0879  0.3845
H 18.5784 -5.7520 -26.3720  0.4822
H 17.3951 -7.2963 -24.8881  0.4458
H 17.0770 -5.9377 -23.7366  -0.1257
H 21.0959 -6.7943 -21.4149  -1.1031
H 20.7826 -5.6213 -22.6841  0.3275
H 22.3179 -6.4774 -22.5927  0.9675
C 15.2058 -8.7886 -23.2575  -0.5086
C 13.7827 -8.4228 -23.6090  -0.3979
O 13.4528 -7.0715 -23.2556  -0.3839
C 13.9924 -6.1137 -23.9695  1.0207
O 14.7356 -6.2318 -24.9055  -0.5971
O 13.6695 -4.9543 -23.4050  -0.3739
C 14.1053 -3.7629 -24.0654  -0.6353
H 15.3260 -9.8586 -23.1024  0.5081
H 15.4944 -8.2970 -22.3199  -0.0107
H 15.9643 -8.3951 -23.9342  0.0345
H 13.1390 -9.0793 -23.0285  0.3228
H 13.5970 -8.5468 -24.6759  0.3433
H 15.1895 -3.7437 -24.1792  0.0768
H 13.7364 -2.9198 -23.4915  0.2600
H 13.6956 -3.7682 -25.0765  0.4403
C 14.9051 -3.0245 -13.8069  -1.5205
C 15.1331 -2.9694 -15.3068  0.9169
O 14.6543 -4.1397 -15.9850  -0.4501
C 15.4398 -5.1926 -15.9961  0.9801
O 16.4624 -5.3420 -15.3719  -0.6334
O 14.9589 -6.0895 -16.8433  -0.3061
C 15.5118 -7.3948 -16.9339  -0.5391
H 13.8566 -2.9291 -13.5207  0.3511
H 15.4506 -2.2182 -13.3162  0.3374
H 15.2335 -3.9814 -13.4001  0.4172
H 16.1707 -2.7696 -15.5783  -0.4174
H 14.5440 -2.1706 -15.7580  0.2286
H 15.0667 -8.0325 -16.1678  0.3300
H 16.5844 -7.3799 -16.7465  0.1209
H 15.2393 -7.7805 -17.9105  0.1799
C 28.1393 1.5271 -16.0203  -1.0574
C 26.9937 1.4083 -17.0057  -0.1209
O 25.7918 1.3152 -16.2427  -0.2377
C 24.6537 1.5442 -16.8614  0.8811
O 24.5269 1.8713 -18.0179  -0.6541
O 23.6477 1.2940 -16.0412  -0.3503
C 22.3370 1.3501 -16.5431  -0.6605
H 28.2644 2.5312 -15.6181  0.3208
H 29.0936 1.2856 -16.4954  0.4261
H 28.0324 0.7946 -15.2229  0.0491
H 27.0831 0.5159 -17.6276  0.1605
H 26.9341 2.2855 -17.6507  0.3897
H 22.0080 0.3906 -16.9561  -0.0374
H 22.1200 2.1007 -17.2975  0.4564
H 21.6643 1.4112 -15.6889  0.4372
C 13.7450 -6.1739 -19.8248  -0.6791
C 13.7621 -4.6795 -20.0239  -0.1582
O 14.8696 -4.1268 -19.3113  0.0639
C 15.1138 -2.8250 -19.4499  -0.2973
O 14.4655 -2.0167 -20.0424  -0.6149
O 16.2898 -2.6423 -18.8458  1.0053
C 16.6399 -1.2920 -18.6381  -1.2629
H 13.2062 -6.6792 -20.6290  0.4488
H 13.3683 -6.4343 -18.8386  0.3284
H 14.7124 -6.6765 -19.9287  -0.2436
H 12.8520 -4.2356 -19.6143  0.3976
H 13.8199 -4.3978 -21.0747  -0.0135
H 17.6268 -1.2620 -18.1720  0.3027
H 15.9715 -0.7978 -17.9296  0.2202
H 16.7566 -0.6512 -19.5129  0.3547
C 27.0710 -4.4336 -16.8272  -1.6727
C 25.8416 -3.5372 -16.8421  0.8790
O 25.6510 -3.0547 -18.1824  -0.3778
C 24.7038 -2.1563 -18.3806  0.2948
O 23.8992 -1.7838 -17.5703  0.4280
O 24.8027 -1.7329 -19.6362  -0.4478
C 23.8425 -0.8063 -20.1127  -0.0494
H 27.0944 -5.0078 -15.9006  0.4235
H 27.9411 -3.7818 -16.6846  0.3721
H 27.2843 -5.0048 -17.7248  0.3624
H 25.9371 -2.6856 -16.1684  -0.2295
H 24.9220 -4.0705 -16.5903  0.0483
H 23.4639 -0.1848 -19.2999  -0.1459
H 23.0145 -1.3012 -20.6206  -0.0540
H 24.3482 -0.1425 -20.8118  0.3583
C 22.7858 -2.9082 -14.6471  -0.3367
C 23.2238 -1.5272 -14.1670  -0.2043
O 24.6259 -1.4044 -14.3835  -0.1888
C 25.4391 -1.5436 -13.3531  0.5752
O 25.1376 -1.7310 -12.2047  -0.6084
O 26.6889 -1.4233 -13.8146  -0.1426
C 27.7690 -1.6476 -12.9270  -0.8609
H 23.2639 -3.6543 -14.0115  0.6351
H 22.8779 -3.0865 -15.7143  -0.4094
H 21.7106 -3.0144 -14.4629  0.0263
H 22.9132 -1.3298 -13.1427  0.5267
H 22.7496 -0.7872 -14.8113  -0.2247
H 28.0630 -2.6883 -13.0600  0.2782
H 27.5573 -1.4414 -11.8766  0.3831
H 28.5724 -0.9484 -13.1544  0.2473
C 18.7818 -2.0027 -14.3611  -0.8478
O 18.7751 -1.6569 -15.7276  0.8493
C 19.5496 -0.4764 -16.0135  0.4070
C 18.8181 0.7512 -15.4422  -1.2599
N 17.6057 0.9114 -16.2449  0.1043
C 16.7345 2.0411 -15.8560  -0.8869
C 15.8705 1.6996 -14.6564  -0.4260
O 14.8091 0.8592 -15.0260  -0.2602
C 13.8020 0.7540 -14.0169  -0.7843
H 19.7615 -2.3044 -13.9785  -0.0370
H 18.1660 -2.8995 -14.2506  0.2181
H 18.3361 -1.2743 -13.6805  0.3800
H 19.5446 -0.3682 -17.0973  0.1639
H 20.5480 -0.6582 -15.6090  -0.5171
H 19.5024 1.5875 -15.6106  0.8475
H 18.6170 0.6663 -14.3726  0.2381
H 17.0617 0.1031 -15.9413  -0.3218
H 16.0776 2.2685 -16.6966  0.3293
H 17.3316 2.9180 -15.6009  0.4164
H 15.5111 2.6383 -14.2062  0.5337
H 16.4717 1.2482 -13.8513  0.3182
H 14.1874 0.9246 -13.0123  0.4009
H 13.4552 -0.2769 -14.0796  0.1504
H 12.9563 1.3999 -14.2487  0.2860
C 19.7860 -9.7447 -22.3116  -1.0799
O 20.3329 -8.5603 -21.7845  0.0810
C 20.8201 -8.7362 -20.4628  -1.4514
C 21.3344 -7.3718 -20.0206  0.5814
N 22.6416 -7.0829 -20.6184  -0.6056
C 23.1063 -5.7347 -20.3440  0.3253
C 24.4092 -5.5018 -21.0939  -1.0814
O 24.1668 -5.4922 -22.4823  -0.1589
C 25.3895 -5.3939 -23.1945  -0.9134
H 19.5145 -9.5413 -23.3454  0.3622
H 18.9056 -10.0908 -21.7514  0.3268
H 20.4636 -10.6045 -22.2482  0.3220
H 21.5766 -9.5228 -20.4061  0.4583
H 19.9838 -8.9860 -19.7951  0.3267
H 21.4418 -7.2286 -18.9455  0.6517
H 20.6099 -6.6360 -20.3941  0.4603
H 22.5466 -7.2649 -21.6116  0.6493
H 23.2050 -5.5746 -19.2709  0.3990
H 22.3836 -5.0061 -20.7307  -0.1980
H 25.1234 -6.2828 -20.8027  0.3488
H 24.8276 -4.5274 -20.8077  0.4405
H 25.8666 -6.3806 -23.1695  0.3530
H 26.1006 -4.7416 -22.6776  0.2814
H 25.2383 -5.0621 -24.2167  0.2426
C 17.7631 -6.1207 -21.4172  -1.9969
O 18.2755 -5.2757 -20.4047  1.5620
C 17.8552 -5.7194 -19.1024  -0.7932
C 18.5878 -4.8556 -18.1115  0.4935
N 20.0353 -5.0500 -18.3034  1.9402
C 20.8490 -3.9625 -17.7519  -1.0194
C 20.7922 -2.6784 -18.5471  0.0340
O 21.2674 -2.9103 -19.8543  0.4031
C 20.4537 -2.3180 -20.8538  -0.7176
H 18.0700 -5.7382 -22.3887  0.4351
H 16.6734 -6.1972 -21.3271  0.1513
H 18.1568 -7.1415 -21.3419  0.1262
H 18.1517 -6.7749 -19.0639  0.5902
H 16.7715 -5.5725 -19.0495  -0.4347
H 18.2952 -5.0855 -17.0829  0.4673
H 18.2914 -3.8085 -18.2484  -1.2363
H 20.1127 -5.0316 -19.3156  -0.7648
H 21.8932 -4.2823 -17.7063  0.2133
H 20.5646 -3.7693 -16.7141  0.2692
H 21.4180 -1.9485 -18.0164  0.0102
H 19.7805 -2.2582 -18.5271  -0.5181
H 19.3960 -2.5702 -20.7237  -0.2306
H 20.7528 -2.6592 -21.8424  0.5696
H 20.5514 -1.2310 -20.7620  0.2013
C 20.6264 0.5960 -23.1211  -0.2370
O 21.8387 -0.0650 -23.3492  -0.4536
H 20.3260 1.2455 -23.9552  0.3571
H 19.8262 -0.1342 -22.9343  -0.1407
H 20.6411 1.2494 -22.2460  0.2488
H 21.7581 -0.5793 -24.1559  0.2760
C 17.1740 -2.5013 -22.1272  -0.7145
O 18.0028 -2.1537 -23.2235  -0.6751
H 16.1265 -2.5536 -22.4369  0.2646
H 17.4785 -3.4699 -21.7341  -0.0031
H 17.2608 -1.7406 -21.3500  0.4275
H 17.7412 -1.3311 -23.6395  0.3126
C 19.6259 -7.9383 -16.0271  -0.3478
O 20.6782 -6.9790 -16.0861  -0.6851
H 19.3185 -8.1680 -17.0544  0.0179
H 19.9326 -8.8420 -15.5101  0.3961
H 18.7653 -7.4729 -15.5339  0.0973
H 20.4031 -6.3183 -16.7404  0.2508



> Among the records above, which one has the highest lowest unoccupied orbital energy?

C49H113N3O30



> What is the lowest unoccupied orbital energy in the second record?

0.4 eV



> Among the records above, which one has the lowest HOMO-LUMO gap?

C49H110KN6O4P